{"formula": "C5H8O2", "method": "the ωB97M-V functional and the def2-TZVPD basis", "homo_ha": -0.30933, "multiplicity": 1, "species": ["O", "C", "C", "C", "C", "O", "C", "H", "H", "H", "H", "H", "H", "H", "H"], "coordinates": [[-0.251939, -1.845430, -1.026819], [0.774955, -1.530183, -0.110357], [0.555900, -0.120450, 0.372736], [-0.827184, 0.252863, 0.851914], [-0.798378, 1.392252, 0.156022], [-1.519966, 2.528897, 0.227372], [0.424493, 1.062538, -0.652069], [-0.103374, -2.740808, -1.348017], [0.738861, -2.192319, 0.772250], [1.774780, -1.624191, -0.563613], [1.324746, 0.128757, 1.117563], [-1.559753, -0.236353, 1.482060], [-1.947472, 2.456668, 1.092640], [0.177645, 0.673335, -1.645514], [1.236687, 1.794425, -0.726166]], "forces_ev_per_angstrom": [[-0.01, -0.33, -0.25], [0.30, 0.08, 0.22], [0.15, -0.20, 0.03], [-0.05, 0.14, 0.06], [0.10, -0.31, 0.14], [-0.15, -0.05, 0.04], [0.08, 0.14, -0.08], [-0.09, 0.10, -0.02], [0.02, 0.03, -0.21], [-0.17, -0.02, 0.00], [-0.08, -0.13, -0.12], [0.20, 0.15, 0.19], [-0.25, 0.37, -0.28], [0.03, 0.14, 0.15], [-0.10, -0.11, 0.14]]}

{"formula": "C5H8O2", "method": "the ωB97M-V functional and the def2-TZVPD basis", "homo_ha": -0.35012, "smiles": "O=C1CC(CO)C1", "multiplicity": 1, "species": ["O", "C", "C", "C", "C", "O", "C", "H", "H", "H", "H", "H", "H", "H", "H"], "coordinates": [[-1.351289, -2.649233, -0.927791], [-0.847182, -1.652512, -0.490431], [-0.615779, -1.108521, 0.924542], [-0.299079, 0.264193, 0.217671], [0.850093, 1.199328, 0.437903], [1.410195, 1.749448, -0.753872], [-0.270842, -0.422680, -1.159427], [0.186674, -1.683280, 1.406933], [-1.502864, -1.140329, 1.571454], [-1.224079, 0.821669, 0.255766], [1.608599, 0.742349, 1.050412], [0.584497, 1.916953, 1.183686], [1.752458, 2.454892, -0.189713], [0.678654, -0.566226, -1.693342], [-0.960055, 0.073950, -1.833791]], "forces_ev_per_angstrom": [[0.12, 0.23, 0.33], [-0.12, -0.55, -0.39], [0.01, -0.06, -0.08], [-0.03, -0.22, -0.52], [-0.12, -1.95, 1.45], [-0.49, 0.47, 1.70], [-0.43, 0.04, -0.42], [0.08, 0.44, -0.07], [0.29, 0.09, -0.12], [-0.26, 0.30, 0.03], [0.94, -1.10, -0.26], [-0.82, 1.46, -0.01], [0.99, 1.02, -1.68], [-0.10, 0.05, 0.48], [-0.05, -0.22, -0.45]]}

{"formula": "C5H8O2", "method": "the ωB97M-V functional and the def2-TZVPD basis", "homo_ha": -0.29646, "multiplicity": 1, "species": ["C", "C", "C", "C", "C", "O", "O", "H", "H", "H", "H", "H", "H", "H", "H"], "coordinates": [[-0.924215, 0.902885, 0.556132], [-0.035391, 0.618432, 1.733601], [0.761559, -0.646451, -1.025600], [0.894531, 0.666245, -1.287227], [0.596337, -1.893378, -1.386225], [-1.840412, -0.024136, 0.218447], [0.171251, 1.606500, -0.739186], [-1.426777, -0.900185, 0.189231], [-1.415574, 1.871357, 0.576341], [1.742806, 1.024017, -1.879083], [0.381245, -0.385622, 1.693272], [0.783686, 1.332820, 1.742206], [-0.632341, 0.729350, 2.644319], [0.134996, -2.184352, -2.326307], [0.808298, -2.717482, -0.709922]], "forces_ev_per_angstrom": [[0.25, 1.94, -0.83], [0.25, -0.06, -0.43], [0.75, 0.90, -1.23], [0.33, -1.54, 0.42], [-0.43, -0.46, 0.48], [0.82, 0.25, -0.53], [-2.10, -0.82, 1.89], [0.09, -0.01, -0.04], [-0.04, -0.18, 0.25], [-0.07, -0.09, 0.14], [-0.02, -0.03, 0.02], [-0.02, 0.03, 0.10], [0.02, -0.01, -0.15], [-0.12, 0.12, -0.02], [0.30, -0.04, -0.07]]}

{"formula": "C5H8O2", "method": "the ωB97M-V functional and the def2-TZVPD basis", "homo_ha": -0.34343, "smiles": "O=C1CC[C@@H]1CO", "multiplicity": 1, "species": ["O", "C", "C", "C", "C", "C", "O", "H", "H", "H", "H", "H", "H", "H", "H"], "coordinates": [[-0.107021, 2.047701, -1.372705], [0.280514, 1.050908, -0.828886], [1.221391, -0.087540, -1.236697], [1.274599, -0.497883, 0.255746], [0.087668, 0.453688, 0.573238], [-1.214240, -0.328485, 0.693271], [-2.309015, 0.552083, 0.671108], [0.689724, -0.818503, -1.852657], [2.148859, 0.182567, -1.748062], [2.210935, -0.211470, 0.741029], [1.075259, -1.556294, 0.453953], [0.203463, 1.154930, 1.405454], [-1.261239, -1.040647, -0.144761], [-1.188875, -0.927639, 1.617462], [-3.112022, 0.026583, 0.772507]], "forces_ev_per_angstrom": [[0.28, -0.50, 0.30], [-0.20, 0.33, -0.26], [0.03, -0.01, -0.20], [0.10, -0.15, 0.08], [-0.07, 0.06, 0.15], [0.36, -0.30, -0.04], [-0.30, -0.01, 0.10], [0.04, 0.06, 0.01], [-0.14, 0.04, 0.11], [-0.19, -0.01, -0.04], [0.08, 0.19, 0.01], [-0.05, -0.08, -0.12], [-0.05, 0.03, 0.02], [0.03, 0.15, -0.08], [0.09, 0.20, -0.04]]}

{"formula": "C5H8O2", "method": "the ωB97M-V functional and the def2-TZVPD basis", "homo_ha": -0.32166, "multiplicity": 1, "species": ["C", "C", "O", "C", "C", "C", "O", "H", "H", "H", "H", "H", "H", "H", "H"], "coordinates": [[-1.942107, -0.254131, -0.098364], [-0.707797, 0.588932, 0.133124], [-0.242813, 0.560015, 1.489465], [1.083521, 0.221600, 1.073240], [1.386487, -1.168403, 0.900019], [0.632310, 0.064634, -0.418030], [1.367149, 0.741664, -1.374396], [-1.747702, -1.295734, 0.173817], [-2.771814, 0.109797, 0.514501], [-2.251192, -0.207231, -1.149262], [-0.855961, 1.623739, -0.202675], [1.828739, 0.990481, 1.290570], [2.390255, -1.176198, 0.430157], [0.556668, -1.036630, -0.598816], [1.259366, 0.289314, -2.220242]], "forces_ev_per_angstrom": [[0.00, -0.04, 0.02], [-0.26, 0.04, -0.20], [-0.07, 0.04, 0.19], [0.34, -0.18, 0.08], [0.21, 0.15, 0.25], [-0.11, -0.10, -0.06], [-0.03, 0.00, -0.16], [0.00, 0.13, -0.01], [0.12, -0.01, -0.06], [0.08, 0.02, 0.13], [0.05, -0.09, 0.04], [-0.14, -0.08, -0.14], [-0.07, 0.01, 0.17], [-0.22, -0.01, -0.38], [0.09, 0.12, 0.12]]}

{"formula": "C5H8O2", "method": "the ωB97M-V functional and the def2-TZVPD basis", "homo_ha": -0.36456, "smiles": "C[C@@H]1[C@H](O)[C@@H]2O[C@H]12", "multiplicity": 1, "species": ["C", "C", "C", "O", "C", "O", "C", "H", "H", "H", "H", "H", "H", "H", "H"], "coordinates": [[-1.111647, 1.395449, 0.216540], [-0.421006, 0.043976, 0.655903], [1.158073, -0.132686, 0.383321], [1.674832, 0.864866, -0.443955], [0.847629, -1.438522, -0.376240], [0.027924, -1.008555, -1.458797], [-0.590778, -1.250956, -0.178029], [-1.601036, 1.983323, 1.030347], [-1.898102, 1.202157, -0.513720], [-0.326655, 2.037593, -0.171911], [-0.864188, 0.160720, 1.627463], [1.858163, -0.257098, 1.220239], [1.169529, 0.762378, -1.269931], [1.440035, -2.345319, -0.522764], [-1.362773, -2.017326, -0.198465]], "forces_ev_per_angstrom": [[0.29, -0.17, -0.50], [-0.58, 1.08, -0.51], [-0.21, 0.15, 0.20], [0.15, -0.05, -0.28], [0.06, 0.05, 0.27], [-0.18, 0.02, -0.05], [-0.46, 0.19, 0.20], [0.51, -0.83, -0.25], [0.21, 0.16, -0.28], [-0.19, 0.23, -0.44], [0.86, -1.84, 1.21], [-0.58, 0.11, 0.04], [0.24, 0.19, 0.09], [-0.18, 0.40, 0.12], [0.05, 0.30, 0.18]]}

{"formula": "C5H8O2", "method": "the ωB97M-V functional and the def2-TZVPD basis", "homo_ha": -0.32113, "multiplicity": 1, "species": ["C", "C", "C", "C", "O", "C", "O", "H", "H", "H", "H", "H", "H", "H", "H"], "coordinates": [[2.343673, -0.237968, -0.537313], [1.013419, 0.046454, 0.150047], [-0.139893, -0.140545, -0.826703], [-1.555428, 0.059939, -0.437977], [-1.618764, 0.302304, 0.878198], [-2.938314, 0.358044, 1.325996], [-3.801700, -0.332864, 0.896450], [2.370528, -1.268296, -0.912118], [3.187927, -0.100811, 0.144187], [2.484043, 0.429130, -1.396253], [0.996210, 1.071872, 0.538826], [0.880366, -0.614568, 1.014683], [-0.028559, 0.487801, -1.722681], [-0.160791, -1.165441, -1.238188], [-3.032716, 1.104949, 2.122846]], "forces_ev_per_angstrom": [[0.07, -0.02, -0.02], [-0.06, 0.04, 0.10], [-0.08, 0.06, -0.06], [0.31, 0.02, 0.08], [-0.10, -0.12, -0.48], [-0.73, -0.28, -0.04], [0.36, 0.40, 0.49], [0.04, 0.15, 0.06], [-0.08, -0.02, -0.10], [0.02, -0.10, 0.13], [0.03, -0.14, -0.04], [0.03, 0.09, -0.12], [0.11, -0.12, 0.02], [0.03, 0.11, -0.02], [0.05, -0.07, 0.00]]}

{"formula": "C5H8O2", "method": "the ωB97M-V functional and the def2-TZVPD basis", "homo_ha": -0.32744, "smiles": "C=C(O)[C@H]1C[C@@H]1O", "multiplicity": 1, "species": ["C", "C", "O", "C", "C", "C", "O", "H", "H", "H", "H", "H", "H", "H", "H"], "coordinates": [[-1.830956, -0.420250, -0.945386], [-0.997787, -0.696944, 0.058663], [-1.378651, -1.282416, 1.231964], [0.456709, -0.375425, -0.063501], [0.860454, 0.866283, -0.792501], [1.145395, 0.764993, 0.663349], [2.501333, 0.646864, 0.967620], [-2.872916, -0.714016, -0.880074], [-1.502191, 0.076522, -1.854468], [-2.339373, -1.378448, 1.166953], [1.090681, -1.256444, -0.158764], [0.026473, 1.509110, -1.055131], [1.692702, 0.828448, -1.485671], [0.539345, 1.341088, 1.365499], [2.608089, 0.100783, 1.753562]], "forces_ev_per_angstrom": [[-0.27, -0.17, 0.16], [0.45, 0.67, -0.57], [-0.09, 0.07, -0.32], [0.19, -0.60, 0.55], [-0.25, 0.28, -0.16], [-0.48, -0.04, -0.04], [0.05, -0.16, 0.18], [-0.06, 0.10, -0.06], [-0.01, -0.22, 0.31], [0.14, -0.17, 0.27], [-0.03, 0.16, -0.15], [0.27, 0.01, -0.16], [-0.06, 0.05, 0.15], [0.20, 0.01, -0.19], [-0.05, 0.01, 0.01]]}

{"formula": "C5H8O2S", "method": "the ωB97M-V functional and the def2-TZVPD basis", "homo_ha": -0.35832, "smiles": "O=C(O)/C=C\\CCS", "multiplicity": 1, "species": ["O", "C", "O", "C", "C", "C", "C", "S", "H", "H", "H", "H", "H", "H", "H", "H"], "coordinates": [[-2.931862, -0.707522, 0.512675], [-1.899370, -0.728225, -0.104771], [-1.168013, -1.882458, -0.227540], [-1.372154, 0.504424, -0.872388], [-0.295572, 1.277893, -0.709503], [0.750989, 1.203493, 0.447055], [1.253314, -0.201257, 0.896949], [1.975896, -1.104930, -0.516273], [-0.420616, -1.649893, -0.800898], [-2.035506, 0.788078, -1.704652], [-0.111110, 2.052913, -1.485278], [0.296497, 1.664811, 1.371213], [1.580036, 1.878414, 0.139756], [0.437675, -0.707042, 1.365426], [1.991170, -0.072658, 1.707229], [1.948630, -2.316038, -0.018993]], "forces_ev_per_angstrom": [[0.76, -0.04, -0.38], [-0.06, 0.33, 0.15], [-0.62, 1.21, -0.12], [-0.32, -0.22, -0.45], [0.62, -0.53, 0.70], [-0.43, 0.55, -0.17], [0.47, 1.20, 0.01], [-0.16, 0.91, -0.22], [0.36, -0.26, -0.01], [0.21, -0.35, 0.40], [-0.26, -0.47, 0.83], [0.38, -0.31, -0.94], [-0.30, -0.62, 0.35], [-0.58, -0.70, -0.09], [-0.07, 0.05, -0.54], [0.00, -0.75, 0.47]]}

{"formula": "C5H8O2S", "method": "the ωB97M-V functional and the def2-TZVPD basis", "homo_ha": -0.30555, "multiplicity": 1, "species": ["C", "C", "C", "C", "C", "O", "O", "S", "H", "H", "H", "H", "H", "H", "H", "H"], "coordinates": [[0.703397, -1.389418, 0.070413], [-0.624820, -1.389547, 0.054437], [0.361265, 1.015319, 0.210441], [1.416588, -0.068175, 0.082976], [-1.271406, -0.045069, 0.019937], [2.221331, 0.253411, -1.046405], [-1.922323, 0.391913, -1.078899], [-2.172421, 0.285451, 1.531840], [1.411599, -2.160181, 0.081566], [-1.393207, -2.265716, 0.113591], [0.128988, 1.626734, 1.084722], [0.192982, 1.824805, -0.574469], [1.940546, -0.128113, 0.989798], [3.166668, 0.395057, -0.815810], [-1.804700, 0.014455, -1.966495], [-2.354486, 1.639076, 1.242355]], "forces_ev_per_angstrom": [[-0.45, 0.88, -0.95], [-1.71, -1.34, -0.01], [-4.50, -0.02, -1.29], [-1.54, 2.03, -0.38], [4.55, 2.29, 0.93], [1.20, -0.67, -0.04], [-1.84, 0.50, -1.16], [-0.73, 1.04, -0.26], [0.26, -1.77, 0.05], [1.94, 1.24, -0.23], [0.82, -0.88, 0.64], [0.90, -1.64, 0.21], [1.47, 0.27, 1.23], [-1.14, -0.28, 0.02], [0.64, -0.41, 0.91], [0.12, -1.23, 0.33]]}

Going through the records in order, we get E_tot values of -345.72725 -345.72666 -345.67017 -345.75791 -345.61508 -345.69313 -345.68926 -345.73504 -743.96267 -743.87519 hartree.
Going through the records in order, we get energy above the lowest of the compared OMol25 structures with the same formula, charge and spin values of 48.8 49.1 84.6 29.5 119.2 70.2 72.6 43.9 15.5 70.4 kcal/mol.